Record 1
Below is a cluster of 8 separate species, C18H50ClO11 in total at a distorted geometry, with properties calculated with the ωB97M-V functional and the def2-TZVPD basis.

Bonds (Å) are listed after each position.
Cartesian coordinates (Å):
1 Cl 0.83859 0.17525 -0.98540  O2 1.422, O3 1.450, O4 1.433, O5 1.400
2 O 1.05943 -1.19987 -1.27154  Cl1 1.422
3 O 1.75465 0.93883 -1.81019  Cl1 1.450
4 O -0.46333 0.61731 -1.38805  Cl1 1.433
5 O 0.99659 0.35254 0.39384  Cl1 1.400
6 O 4.72260 -0.17843 -2.85274  H7 0.957, H8 0.957
7 H 4.58778 0.48777 -3.52671  O6 0.957
8 H 3.92095 -0.15676 -2.33013  O6 0.957
9 C -2.96799 -3.82940 -4.73412  C10 1.447, H13 1.090, H14 1.090, H15 1.090
10 C -2.48115 -3.27460 -3.48925  C9 1.447, C11 1.516, O12 1.408, H16 1.090
11 C -1.87148 -1.92603 -3.81804  C10 1.516, H17 1.090, H18 1.090, H19 1.090
12 O -3.58934 -3.26673 -2.62078  C10 1.408, H20 0.960
13 H -2.07486 -4.00636 -5.33336  C9 1.090
14 H -3.69153 -3.29261 -5.34767  C9 1.090
15 H -3.46903 -4.79718 -4.71288  C9 1.090
16 H -1.71052 -3.91151 -3.05499  C10 1.090
17 H -1.40915 -1.46929 -2.94298  C11 1.090
18 H -2.57911 -1.22219 -4.25618  C11 1.090
19 H -1.07173 -1.98641 -4.55618  C11 1.090
20 H -3.26846 -3.24193 -1.71633  O12 0.960
21 C -0.40165 -3.98925 0.35253  C22 1.536, H25 1.090, H26 1.090, H27 1.090
22 C -1.86405 -4.27317 0.72566  C21 1.536, C23 1.549, O24 1.374, H28 1.090
23 C -2.19923 -4.09762 2.22804  C22 1.549, H29 1.090, H30 1.090, H31 1.090
24 O -2.63897 -3.34537 0.07236  C22 1.374, H32 0.960
25 H -0.18059 -4.19931 -0.69395  C21 1.090
26 H 0.13670 -4.71144 0.96630  C21 1.090
27 H -0.07288 -2.99650 0.65987  C21 1.090
28 H -2.16528 -5.25878 0.37077  C22 1.090
29 H -1.60434 -4.84223 2.75698  C23 1.090
30 H -3.24449 -4.27060 2.48418  C23 1.090
31 H -1.92196 -3.12108 2.62502  C23 1.090
32 H -2.40747 -2.45899 0.35931  O24 0.960
33 C -3.34728 1.62161 0.74565  C34 1.502, H37 1.090, H38 1.090, H39 1.090
34 C -3.58900 0.14670 0.89570  C33 1.502, C35 1.594, O36 1.400, H40 1.090
35 C -5.12144 -0.26808 1.03512  C34 1.594, H41 1.090, H42 1.090, H43 1.090
36 O -3.06507 -0.40817 -0.27818  C34 1.400, H44 0.960
37 H -2.37149 1.75266 0.27794  C33 1.090
38 H -3.39732 2.10931 1.71917  C33 1.090
39 H -4.09948 2.04759 0.08170  C33 1.090
40 H -3.06918 -0.19302 1.79151  C34 1.090
41 H -5.31641 -1.18452 0.47814  C35 1.090
42 H -5.81115 0.49627 0.67712  C35 1.090
43 H -5.34851 -0.35699 2.09749  C35 1.090
44 H -2.24476 0.07881 -0.38561  O36 0.960
45 C 1.72092 4.91233 -1.25879  C46 1.535, H49 1.090, H50 1.090, H51 1.090
46 C 2.86009 4.36256 -2.12849  C45 1.535, C47 1.537, O48 1.371, H52 1.090
47 C 2.34830 4.10714 -3.55526  C46 1.537, H53 1.090, H54 1.090, H55 1.090
48 O 3.91920 5.23184 -2.08851  C46 1.371, H56 0.960
49 H 0.87979 4.22121 -1.20450  C45 1.090
50 H 1.40148 5.87333 -1.66194  C45 1.090
51 H 2.03161 5.02809 -0.22044  C45 1.090
52 H 3.05362 3.43930 -1.58237  C46 1.090
53 H 1.80107 4.91040 -4.04863  C47 1.090
54 H 1.77444 3.18126 -3.51624  C47 1.090
55 H 3.24658 4.06038 -4.17091  C47 1.090
56 H 4.70276 4.76482 -2.38771  O48 0.960
57 C -1.45863 -0.54265 4.22141  C58 1.497, H61 1.090, H62 1.090, H63 1.090
58 C -0.30872 0.41651 4.21078  C57 1.497, C59 1.552, O60 1.394, H64 1.090
59 C 1.13092 -0.14992 4.09014  C58 1.552, H65 1.090, H66 1.090, H67 1.090
60 O -0.59437 1.14887 3.05947  C58 1.394, H68 0.960
61 H -2.43957 -0.08338 4.34361  C57 1.090
62 H -1.20093 -1.16909 5.07538  C57 1.090
63 H -1.49312 -1.03318 3.24863  C57 1.090
64 H -0.43399 1.08477 5.06275  C58 1.090
65 H 1.80485 0.53483 4.60497  C59 1.090
66 H 1.46359 -0.39363 3.08116  C59 1.090
67 H 1.22622 -1.11799 4.58192  C59 1.090
68 H -0.27195 0.61370 2.33061  O60 0.960
69 C 5.28420 1.63181 0.73196  C70 1.549, H73 1.090, H74 1.090, H75 1.090
70 C 4.43281 1.80669 2.01436  C69 1.549, C71 1.558, O72 1.376, H76 1.090
71 C 3.34671 2.91854 1.90999  C70 1.558, H77 1.090, H78 1.090, H79 1.090
72 O 3.81100 0.59473 2.20849  C70 1.376, H80 0.960
73 H 5.96022 0.78068 0.81362  C69 1.090
74 H 5.88586 2.51633 0.52290  C69 1.090
75 H 4.74800 1.19049 -0.10817  C69 1.090
76 H 5.06811 2.02175 2.87357  C70 1.090
77 H 2.51682 2.64901 2.56324  C71 1.090
78 H 3.13492 2.92753 0.84080  C71 1.090
79 H 3.71888 3.89606 2.21667  C71 1.090
80 H 3.04053 0.57504 1.63613  O72 0.960

max |F| = 0.0723 hartree/bohr
net charge = -1
gap between HOMO and LUMO = 0.3617 hartree
2S+1 = 1
HOMO = -7.121 eV
DFT total energy = -2003.40857 a.u.
relative energy (zero: lowest compared OMol25 entry of this formula, charge and spin) = 1.2690 eV

***

Record 2
Below is a cluster of 7 separate species, C18H50N2O7 in total at a distorted geometry, with properties calculated with the ωB97M-V functional and the def2-TZVPD basis.

Bonds (Å) are listed after each position.
Cartesian coordinates (Å):
1 C -14.42171 3.33212 -9.52099  O2 1.424, H3 1.092, H4 1.090, H5 1.094
2 O -15.17917 2.63668 -10.50568  C1 1.424, H6 0.969
3 H -14.30708 4.39509 -9.74290  C1 1.092
4 H -14.92626 3.17911 -8.56747  C1 1.090
5 H -13.43809 2.86441 -9.41451  C1 1.094
6 H -14.70755 2.69688 -11.34973  O2 0.969
7 C -11.39471 3.10240 -11.11920  O8 1.420, H9 1.092, H10 1.090, H11 1.092
8 O -10.19137 3.63419 -11.65299  C7 1.420, H12 0.963
9 H -11.25245 2.79166 -10.08198  C7 1.092
10 H -12.20111 3.83210 -11.18531  C7 1.090
11 H -11.69059 2.21831 -11.68685  C7 1.092
12 H -10.23336 4.59372 -11.58272  O8 0.963
13 C -14.99330 2.33706 -13.72900  O14 1.424, H15 1.091, H16 1.088, H17 1.095
14 O -13.92715 3.02727 -13.08474  C13 1.424, H18 0.972
15 H -15.87330 2.44904 -13.09393  C13 1.091
16 H -15.20055 2.72836 -14.72250  C13 1.088
17 H -14.79225 1.26099 -13.73985  C13 1.095
18 H -13.13980 2.97591 -13.65167  O14 0.972
19 C -9.17646 0.41213 -12.76282  O20 1.422, H21 1.094, H22 1.093, H23 1.092
20 O -10.14524 0.51362 -13.79912  C19 1.422, H24 0.964
21 H -8.20345 0.11100 -13.16147  C19 1.094
22 H -9.05637 1.36108 -12.23291  C19 1.093
23 H -9.50268 -0.33338 -12.03520  C19 1.092
24 H -10.29307 1.45301 -13.95696  O20 0.964
25 C -10.87717 3.82214 -15.38241  O26 1.413, H27 1.096, H28 1.089, H29 1.096
26 O -11.32044 3.18399 -14.20188  C25 1.413, H30 0.973
27 H -9.78552 3.80334 -15.47650  C25 1.096
28 H -11.29486 3.29164 -16.23729  C25 1.089
29 H -11.20872 4.86421 -15.45575  C25 1.096
30 H -11.10426 3.70568 -13.40972  O26 0.973
31 C -9.76466 5.16798 -7.82488  C32 1.523, H37 1.091, H38 1.090, H39 1.092
32 C -10.96263 6.09701 -7.67992  C31 1.523, C33 1.525, N36 1.446, H40 1.096
33 C -10.53503 7.55552 -7.55872  C32 1.525, O34 1.419, H41 1.098, H42 1.098
34 O -9.87554 7.93864 -8.75543  C33 1.419, C35 1.412
35 C -9.25359 9.20225 -8.65522  O34 1.412, H43 1.097, H44 1.091, H45 1.089
36 N -11.92006 5.86618 -8.73910  C32 1.446, H46 1.014, H47 1.012
37 H -9.13613 5.37889 -8.69178  C31 1.091
38 H -10.11694 4.14198 -7.92860  C31 1.090
39 H -9.13789 5.25512 -6.93442  C31 1.092
40 H -11.43871 5.81797 -6.73353  C32 1.096
41 H -9.83616 7.69158 -6.72300  C33 1.098
42 H -11.43537 8.16196 -7.39587  C33 1.098
43 H -8.31040 9.10297 -8.10397  C35 1.097
44 H -9.89776 9.92945 -8.15827  C35 1.091
45 H -9.01404 9.53226 -9.66456  C35 1.089
46 H -11.52587 6.09948 -9.64343  N36 1.014
47 H -12.78166 6.38377 -8.61951  N36 1.012
48 C -11.61627 8.70654 -11.90475  C49 1.546, H59 1.090, H60 1.087, H61 1.096
49 C -11.38026 7.42526 -12.73721  C48 1.546, C50 1.521, N54 1.463, C58 1.525
50 C -11.43193 7.74656 -14.22273  C49 1.521, C51 1.526, H62 1.091, H63 1.096
51 C -10.13031 8.35329 -14.73796  C50 1.526, C52 1.530, H64 1.093, H65 1.093
52 C -8.95582 7.40772 -14.47860  C51 1.530, C53 1.529, H66 1.093, H67 1.092
53 C -8.78802 7.04927 -13.00185  C52 1.529, N54 1.459, C56 1.528, C57 1.534
54 N -10.10318 6.77993 -12.43090  C49 1.463, C53 1.459, O55 1.415
55 O -10.01972 6.38713 -11.07398  N54 1.415, H77 0.978
56 C -7.94929 5.77550 -12.90518  C53 1.528, H68 1.092, H69 1.090, H70 1.090
57 C -8.06855 8.18113 -12.25811  C53 1.534, H71 1.099, H72 1.093, H73 1.091
58 C -12.49974 6.43419 -12.43936  C49 1.525, H74 1.096, H75 1.087, H76 1.094
59 H -12.62805 9.05841 -12.10452  C48 1.090
60 H -10.84567 9.45140 -12.08913  C48 1.087
61 H -11.59550 8.46358 -10.83589  C48 1.096
62 H -11.72126 6.88348 -14.82473  C50 1.091
63 H -12.21452 8.50164 -14.36179  C50 1.096
64 H -9.93368 9.32100 -14.26902  C51 1.093
65 H -10.19298 8.52304 -15.81553  C51 1.093
66 H -8.04709 7.90256 -14.82961  C52 1.093
67 H -9.08439 6.48642 -15.05131  C52 1.092
68 H -6.91956 5.99262 -13.19700  C56 1.092
69 H -7.92737 5.39580 -11.88382  C56 1.090
70 H -8.34921 5.00299 -13.56192  C56 1.090
71 H -8.68379 9.09233 -12.24923  C57 1.099
72 H -7.90340 7.92929 -11.20761  C57 1.093
73 H -7.12182 8.48930 -12.70402  C57 1.091
74 H -13.40511 6.77834 -12.95157  C58 1.096
75 H -12.71967 6.27388 -11.38719  C58 1.087
76 H -12.27531 5.47469 -12.91448  C58 1.094
77 H -10.03492 7.19213 -10.51910  O55 0.978

max |F| = 0.0236 hartree/bohr
gap between HOMO and LUMO = 0.3366 hartree
2S+1 = 1
HOMO = -8.652 eV
SMILES = CC1(C)CCCC(C)(C)N1O.COC[C@H](C)N.CO.CO.CO.CO.CO
DFT total energy = -1351.89405 a.u.
relative energy (zero: lowest compared OMol25 entry of this formula, charge and spin) = 0.0000 eV